1.
Density functional theory data (ωB97M-V/def2-TZVPD) for C2H4ClI as an isolated structure at a distorted geometry.

```
! wB97M-V def2-TZVPD RIJCOSX def2/J DEFGRID3
* xyz 0 1
I -2.50140 -1.52208 -0.19902
Cl -1.56869 1.49135 -0.58064
C -2.61886 0.39366 -1.15933
C 1.32835 -0.07457 0.40169
H 2.00835 -0.50043 -0.36451
H 1.55964 0.93434 0.56810
H 0.28827 -0.17174 -0.03223
H 1.50434 -0.55053 1.36593
*
```

The value obtained for the gap between HOMO and LUMO is 0.2845 Eh. Its LUMO energy is -0.04587 Ha. The value obtained for the total energy is -836.356578 hartree. Its energy above the lowest of the compared OMol25 structures with the same formula, charge and spin is 319.17 kJ/mol.

Löwdin atomic charge list, values in e, 6 entries:
1 I 0.62
2 Cl 0.55
3 C -1.07
4 C -0.07
5 H 0.03
6 H -0.01

2.
Density functional theory data (ωB97M-V/def2-TZVPD) for a 10-piece molecular cluster, C31H66BN2O33PS overall.

```
! wB97M-V def2-TZVPD RIJCOSX def2/J DEFGRID3
* xyz 0 1
S 1.70790 -2.41310 -0.37603
P -2.15535 0.90300 0.50003
O -3.71063 4.60268 -3.07866
O -8.94586 1.18288 -0.10478
O 2.79830 -2.93006 -6.91262
O 3.49077 3.39995 -1.73003
O 5.62616 2.53621 3.15037
O 4.18153 0.82531 2.85831
O 6.08578 2.54344 -7.04523
O -6.60719 -7.54968 4.25446
O 5.97802 1.15275 1.53004
O 1.89233 2.29660 -2.68344
O -1.95199 3.41893 -2.34278
O 6.41658 4.04289 -8.56486
O 1.50442 -2.07499 -1.75511
O -7.39900 2.28491 -1.32615
O -3.20113 -3.20424 1.77500
O 3.79120 0.11589 9.52533
O 2.28414 -0.00373 7.98321
O 6.84795 1.88462 -9.06687
O 2.12946 -3.72161 0.00385
O -7.96435 0.29732 -1.93717
O -4.56258 -8.27313 4.88418
O -1.20038 0.64610 -0.84425
O 4.39095 -1.41228 -7.42620
O 0.01178 3.11586 5.93614
O 3.37507 1.15691 -1.45205
O 3.80454 -1.62465 -5.36419
O -4.90865 -3.41435 0.30869
O -1.85597 5.65427 -2.67082
O -0.35672 1.98141 4.18472
O -4.72621 -6.34300 3.92846
O 2.08107 1.58990 9.57186
O 2.84344 -1.43953 0.18230
O -4.83369 -1.79887 1.88573
N -0.84678 2.80988 5.20733
N -2.76550 -0.69383 0.67889
C 4.27414 -1.78462 -8.80410
C 5.17058 1.44086 2.54604
C 1.07991 0.48801 7.37918
C -0.48502 5.62861 -2.25088
C 6.82132 4.39211 -9.89190
C -8.71811 -0.90379 -1.72939
C 4.67888 3.40881 -0.92331
C -4.40796 3.35171 -3.06976
C 0.53167 0.16531 2.03586
C -2.56125 -4.33556 1.16416
C 6.12593 1.17110 -6.62186
C -5.17485 -9.47025 5.37709
C 0.23967 -1.94687 0.52680
C 6.48567 2.73740 -8.29641
C 2.65883 0.65765 9.07630
C -6.08371 -1.30097 1.39075
C 2.97205 2.19206 -1.92574
C 5.55013 0.03502 0.73523
C -5.52519 -5.32408 3.31705
C -5.41638 -7.40351 4.34662
C -1.30824 1.87539 3.11882
C -2.45079 4.46704 -2.67018
C -8.18968 1.25251 -1.03836
C 4.31085 0.73486 10.70717
C 3.58396 -2.07807 -6.59265
C -7.50425 3.38942 -0.42152
C 0.49348 -1.38023 1.92858
C 1.23930 1.03746 -2.91144
C 4.85113 2.94702 4.28451
C -4.36643 -2.86383 1.22995
C 2.99026 -2.22221 -4.33853
B -0.84771 0.90820 1.97388
H 4.47478 2.95335 0.04280
H 3.59683 0.65620 11.52469
H 0.36091 1.26296 -3.50737
H 4.98442 -1.15592 -9.33399
H -3.60346 -0.83191 0.12406
H 5.75488 1.16571 -5.60137
H -6.32548 -0.44704 2.01547
H 4.58231 0.24743 0.29896
H 0.94370 0.59571 -1.96035
H -1.63251 -4.46975 1.70868
H -4.82817 -4.54082 3.04550
H -4.36218 -10.06783 5.77755
H -3.93760 2.64808 -3.75354
H 1.20030 1.51953 7.06968
H -2.36176 -4.13456 0.11399
H 1.89276 0.34536 -3.43950
H -5.89542 -9.23610 6.15826
H -5.67596 -10.00192 4.57057
H 1.45743 -1.74627 2.28083
H -1.47943 2.86510 2.67572
H -3.18643 -5.22164 1.25818
H 5.34068 3.83944 4.66243
H 1.19709 0.55746 1.25609
H 4.52474 -2.83509 -8.93746
H -6.26227 -4.94071 4.02052
H 5.21942 0.19057 10.94427
H -0.24370 -1.79557 2.61782
H -7.24262 3.08301 0.58961
H 0.10711 4.99762 -2.91115
H -0.28621 -1.26623 -0.13441
H 0.24536 0.40556 8.07350
H -6.79557 4.12981 -0.78103
H 6.71122 5.47019 -9.95504
H -0.14558 6.65783 -2.30688
H 3.16462 -3.29464 -4.28911
H -4.41557 2.93629 -2.06430
H 3.29187 -1.74674 -3.41395
H -0.33494 -2.87184 0.57681
H -6.85842 -2.06124 1.47304
H 0.91278 -0.14306 6.51086
H 4.84632 2.16634 5.04160
H 7.85724 4.10590 -10.06376
H 3.82745 3.17133 3.98750
H 5.49814 -0.86774 1.33925
H 6.28712 -0.07512 -0.05420
H -9.78634 -0.70268 -1.77860
H -1.06006 1.49090 -1.28879
H -8.51177 3.80020 -0.42859
H -8.42080 -1.57495 -2.52833
H -0.40762 5.25950 -1.22973
H 3.26335 -1.60205 -9.16379
H -5.98351 -0.99438 0.35041
H -5.42377 3.55541 -3.39403
H -8.47738 -1.33815 -0.76099
H 5.48097 2.86161 -1.41474
H 2.64867 -0.54669 -0.15253
H 1.93718 -2.02927 -4.52865
H 5.49217 0.55427 -7.24592
H -6.02955 -5.70913 2.43271
H -2.28774 1.55464 3.50410
H 4.95387 4.45056 -0.79838
H -2.95822 -0.96182 1.63563
H 1.02950 0.41788 2.97337
H 4.53343 1.78412 10.52263
H 7.14817 0.79749 -6.64893
H 6.18568 3.90230 -10.62725
*
```

The value obtained for the gap between HOMO and LUMO is 0.2936 Eh. Its LUMO energy is -0.01187 Ha. The value obtained for the total energy is -4577.625778 hartree.

Löwdin atomic charge list, values in e, 6 entries:
1 S 0.60
2 P 0.87
3 O 0.02
4 O 0.12
5 O 0.13
6 O 0.02

3.
Density functional theory data (ωB97M-V/def2-TZVPD) for a 7-piece molecular cluster, C46H95BF4N5O6 overall at a distorted geometry.

```
! wB97M-V def2-TZVPD RIJCOSX def2/J DEFGRID3
* xyz 2 2
F 6.93639 1.24912 -0.04166
F 7.08298 1.80670 -2.17229
F 6.16216 -0.16918 -1.79693
F 5.09214 1.67010 -1.25873
O 0.82972 1.24636 -1.24981
O 1.12720 -1.40815 3.15630
O 2.30321 1.10783 0.31908
O 0.25153 0.79685 0.78909
O -2.14547 -1.80581 1.33236
O -0.03454 6.07546 -4.36432
N -2.75163 -1.91130 0.09831
N 2.74197 -1.42851 -4.08143
N 2.41342 -1.20853 2.75238
N -0.73226 5.45468 -3.28025
N -2.86646 0.83751 5.79414
C 4.67678 -0.07010 2.84380
C -2.35316 3.66095 -2.49866
C -2.06568 0.71918 7.12839
C -2.16769 -2.92098 -0.94438
C -1.49403 4.18944 -3.66938
C 3.16051 -6.07670 -6.05081
C 4.00907 -0.85638 -4.62369
C 3.34818 -0.38764 3.59066
C 2.87545 -2.32428 1.72163
C -6.99006 -0.69912 5.58108
C -2.16620 1.90331 3.75809
C 3.06540 -3.74958 2.41214
C 5.25184 -1.28370 2.03504
C -6.23575 -0.97251 6.83783
C 2.94865 -1.95179 -2.66798
C -2.70203 2.22088 5.22265
C -1.15481 5.04541 -0.78942
C -4.31047 -0.09887 0.90378
C 3.97265 0.60874 -4.47904
C 2.17826 -4.85268 -5.92223
C -2.80973 0.39285 -1.07307
C 0.12805 7.07099 -1.59129
C -4.39632 0.69547 6.15604
C 1.04727 1.02466 -0.07797
C -1.73599 3.64960 -1.15518
C -4.73521 -0.66300 6.83304
C -0.53844 3.06505 -4.21309
C -4.67059 -1.26695 -1.22439
C 2.64081 0.89785 3.94240
C 3.74181 -1.26928 4.87278
C -1.78990 -4.38034 -0.34811
C -4.22635 -2.13423 -2.41236
C -3.29702 -3.25985 -1.99070
C -1.55201 0.62886 3.75081
C 1.23786 4.72186 -1.74959
C 1.85610 -2.38560 0.57137
C -2.53784 4.60270 -4.70049
C 2.87884 -3.75888 -5.08886
C -0.91681 -2.22477 -1.54898
C -0.15890 5.58947 -1.88420
C 2.10693 -2.48437 -4.99490
C -2.31810 -0.12965 4.76661
C 2.77189 0.98679 -3.62487
C 1.78586 -0.18634 -3.95634
C -3.57946 -0.68324 -0.37145
C 4.14483 -1.77486 1.08048
B 6.32764 1.09571 -1.26952
H 5.57400 -2.01631 2.77503
H -0.53567 0.79467 4.10814
H -2.84733 2.70880 -2.69181
H -4.76818 1.52437 6.75831
H -1.46986 2.66625 3.41002
H -0.88978 2.96532 -1.21661
H 1.35259 -0.02161 -4.94287
H -3.67871 0.55183 1.50842
H -2.15229 5.00294 -5.63818
H 2.38462 1.98940 -3.80620
H -3.22412 4.30375 -2.37084
H 1.98634 -2.31132 -2.30354
H 3.02195 0.96136 -2.56424
H -0.36336 -1.62940 -0.82281
H -2.80205 -3.65739 -2.87674
H -0.99170 -1.84315 -2.56725
H 1.01456 -0.26713 -3.19040
H 0.65481 7.58489 -2.39536
H -2.29575 -0.26558 7.53510
H 3.97788 -0.96051 0.37544
H 1.95869 5.13983 -2.45230
H -1.48698 0.11469 2.79191
H -0.05199 2.56300 -3.37679
H 2.33136 -3.94816 3.19307
H 4.65987 0.69745 2.07005
H 0.27098 3.50910 -4.79253
H -3.35094 3.89999 -4.88259
H -1.52000 -5.03339 -1.17804
H 2.86151 -1.68524 5.36284
H 2.94927 -4.24567 -4.11615
H 3.28721 -6.56288 -5.08351
H 1.97138 -3.35735 0.09127
H 2.85886 1.37483 -0.41683
H 1.76152 4.83670 -0.80054
H 0.99751 3.67263 -1.92122
H -7.98281 -1.10661 5.77214
H 1.22262 -5.14424 -5.48654
H 4.31594 -2.15398 4.59750
H 4.55658 -2.54027 0.42266
H 3.51723 -2.87589 -2.77220
H -2.63514 -4.88877 0.11575
H -7.12958 0.36105 5.36967
H -5.36101 -0.52426 -1.62416
H -2.48392 0.10800 -2.07347
H -3.38204 1.30934 -1.21664
H -4.34466 -0.70466 7.84981
H 3.14296 -4.63214 1.77719
H 4.95735 -1.31979 -4.35147
H 5.33147 0.37326 3.59407
H -3.08951 1.82445 3.18417
H -1.94130 0.64803 -0.46578
H 4.34285 -0.66904 5.55583
H -2.03393 5.67088 -0.63435
H 2.73076 1.58410 3.10033
H 1.08869 -2.65079 -4.64336
H 4.92236 0.91902 -4.04328
H 3.90247 -3.53802 -5.39139
H 0.81329 7.24911 -0.76254
H -6.51646 -1.97427 7.16307
H -1.00786 0.78415 6.87368
H -5.11965 -2.57923 -2.85063
H -3.09755 -0.75131 4.32606
H 0.86319 -2.28627 1.00996
H -4.20980 -1.37939 6.20150
H -3.88739 -4.09984 -1.62470
H -3.58853 2.85429 5.19109
H -5.40350 -1.93323 -0.76937
H 1.89033 -1.59792 -0.18129
H -3.16071 5.37288 -4.24556
H -2.00755 2.85561 5.77302
H -4.88967 0.78183 5.18792
H 3.86596 -0.97123 -5.69814
H -4.70935 -0.96563 1.43076
H -0.94974 -4.42315 0.34500
H -1.64615 -0.76896 5.33921
H -0.02622 -2.85009 -1.61161
H 1.81403 -4.66336 -6.93198
H 3.80532 0.99418 -5.48478
H -0.98427 2.23052 -4.75431
H -0.73047 5.13345 0.21073
H -2.43471 3.40474 -0.35523
H -0.74086 7.61474 -1.22059
H -6.65894 -0.43588 7.68699
H 2.95177 -6.88757 -6.74869
H -5.07749 0.64813 0.69945
H 6.14069 -1.02385 1.46014
H -3.75835 -1.59218 -3.23410
H 4.19473 -5.76417 -6.19510
H 2.01671 -1.92666 -5.92706
H 3.32614 1.33802 4.66674
H 4.03294 -3.81722 2.90952
H 1.62429 0.89707 4.33584
H -6.50153 -0.97497 4.64656
H -2.44907 1.35109 7.92952
H 3.46037 -1.18706 -2.08366
*
```

The value obtained for the gap between HOMO and LUMO (alpha / beta) is 0.0921 / 0.1279 Eh. Its LUMO energy (alpha / beta) is -0.32714 / -0.32712 Ha. The value obtained for the total energy is -2958.451428 hartree.

Löwdin atomic charge list, values in e, 6 entries:
1 F 0.13
2 F 0.13
3 F 0.11
4 F 0.14
5 O 0.00
6 O 0.12

4.
Density functional theory data (ωB97M-V/def2-TZVPD) for a 8-piece molecular cluster, C13H29Br10N3O6 overall at a distorted geometry.

```
! wB97M-V def2-TZVPD RIJCOSX def2/J DEFGRID3
* xyz 0 1
Br -1.29571 -14.15094 7.26732
Br -6.72126 -11.69417 -0.29598
Br 0.39157 2.85752 0.13812
Br 2.87240 -12.04604 6.53320
Br -9.33713 -12.30155 -4.21097
Br 6.06034 -5.08675 -2.44229
Br -0.29475 1.83371 4.79404
Br -6.95539 -2.39244 -2.24967
Br 5.26759 -9.15461 -4.57340
Br -9.10766 -2.52985 -4.95164
O 2.00596 -7.26461 10.64951
O 3.94185 -6.40422 10.25482
O -2.70278 -4.85020 3.01370
O -6.67822 -10.25645 6.95595
O -7.30376 -8.53660 5.94828
O -1.83529 -6.72571 3.59484
N -2.19790 -5.91699 2.77576
N 2.73346 -6.49211 10.06436
N -7.56000 -9.64280 6.36288
C 6.10473 -6.55467 -3.81039
C 0.31795 2.92400 2.13672
C 2.18128 -5.47314 9.18345
C -8.90505 -10.23698 6.15762
C -7.30369 -3.45820 -4.91172
C -2.12388 -6.24059 1.36947
C 5.16812 -7.68152 -3.28360
C -6.29869 -2.80400 -4.12307
C 0.60099 -13.72078 7.25699
C -8.38944 -12.64857 -2.47461
C -7.97590 -11.30618 -1.82262
C 0.65244 1.69206 2.97351
C 0.90572 -12.52101 6.30794
H -2.95303 -5.67287 0.94720
H 1.74136 1.73722 2.99116
H -7.46580 -4.46432 -4.52503
H 0.31073 -11.64458 6.56481
H 0.83585 3.79808 2.53151
H -8.82231 -10.68853 5.16902
H 7.11903 -6.93346 -3.93615
H -6.97569 -3.69617 -5.92359
H -7.47912 -13.23709 -2.58880
H -2.08042 -7.32645 1.28514
H 2.03452 -4.43990 9.49807
H 4.19591 -7.23526 -3.07439
H 1.17835 -14.62469 7.06282
H -0.72474 3.21383 2.26677
H 0.80188 -13.38900 8.27565
H 5.95254 -6.20030 -4.82987
H -5.38092 -3.39087 -4.08543
H 2.81995 -5.71013 8.33255
H -8.75533 -10.65216 -1.43165
H -1.14815 -5.83525 1.10162
H -9.04708 -13.26995 -1.86674
H -6.08831 -1.84644 -4.59941
H -9.74080 -9.56421 6.34994
H 5.53124 -7.94089 -2.28914
H -8.77846 -11.12296 6.77982
H 1.22407 -5.93404 8.93970
H 0.13723 0.79767 2.62315
H 0.69854 -12.80260 5.27554
H -7.47744 -10.76539 -2.62711
*
```

The value obtained for the gap between HOMO and LUMO is 0.3749 Eh. Its LUMO energy is 0.00332 Ha. The value obtained for the total energy is -26868.186089 hartree. Its energy above the lowest of the compared OMol25 structures with the same formula, charge and spin is 243.13 kJ/mol.

Löwdin atomic charge list, values in e, 6 entries:
1 Br 0.61
2 Br 0.55
3 Br 0.55
4 Br 0.53
5 Br 0.56
6 Br 0.57